[1]
A molecular structure, C2H6INS in a non-equilibrium geometry, computed with ωB97M-V/def2-TZVPD.

The HOMO energy is -8.67 eV. As for the LUMO energy: -0.332 eV. The calculation puts the energy above the lowest of the compared OMol25 structures with the same formula, charge and spin at 4.1 kJ/mol. Its orbital gap is 0.3065 Eh.

```
11
Properties=species:S:1:pos:R:3:forces:R:3:nbo_charge:R:1
I 2.915390 0.071448 0.003808 -0.4 0.1 0.0 0.25
S -0.072445 0.802377 1.007632 -0.3 0.5 1.0 0.44
N 0.843713 -0.229497 0.093925 0.9 -0.5 -0.1 -0.77
C 0.544188 -1.654408 0.203163 -2.9 0.1 0.6 -0.43
C -0.965003 1.735602 -0.254622 1.2 -0.8 -1.4 -0.78
H 0.919034 -2.133790 -0.660282 -0.2 -0.4 -1.5 0.20
H -1.459368 2.581495 0.276321 0.4 -0.5 -0.9 0.24
H -1.612122 1.053151 -0.822676 -0.6 0.3 0.7 0.22
H 0.997823 -2.298658 0.970374 -0.2 0.9 0.7 0.19
H -0.656596 -1.650323 0.295887 2.8 -0.6 -0.4 0.21
H -0.192354 1.914844 -1.071799 -0.8 0.9 1.3 0.24
```
Positions in Å, forces in eV/Å.

---

[2]
3 unconnected molecules or ions with the total composition C2H6N10 in a non-equilibrium geometry, computed with ωB97M-V/def2-TZVPD.

The HOMO energy is -8.85 eV. As for the LUMO energy: 0.405 eV. The calculation puts the energy above the lowest of the compared OMol25 structures with the same formula, charge and spin at 382.5 kJ/mol. Its orbital gap is 0.3403 Eh.

```
18
Properties=species:S:1:pos:R:3:forces:R:3:nbo_charge:R:1
N 1.550414 3.798272 1.869307 0.0 1.9 0.4 -0.07
N -2.931491 0.961190 -0.001828 -1.0 1.6 -0.2 -0.45
N 1.670918 1.516397 1.578149 -0.5 -2.0 1.3 -0.59
N -3.083907 -1.030201 -0.185146 1.3 -3.8 -1.4 -0.43
N -4.294896 -0.659348 0.240554 -0.5 0.6 -0.1 -0.04
N 1.916703 -1.070187 -2.952204 1.8 1.0 -0.2 -0.73
N 0.026053 -1.517256 0.081926 -0.1 2.7 0.3 -0.65
N 0.222071 -0.991568 -1.241472 1.6 -0.1 0.9 -0.36
N 1.669471 2.714830 1.675987 0.1 -0.6 -1.1 0.27
N -4.224534 0.587763 0.343840 -0.1 1.0 0.4 -0.05
C -2.185817 -0.103719 -0.382608 0.3 2.9 -0.1 0.13
C 1.203217 -1.086479 -1.986501 -2.8 -0.7 0.7 0.60
H 0.209129 -0.676518 0.751216 -0.5 -2.2 -1.5 0.38
H 2.024969 1.006129 0.793746 0.4 0.7 -0.7 0.40
H -2.855048 -1.952716 -0.606991 -0.9 0.7 1.2 0.43
H -2.781098 2.009224 -0.139538 0.0 -2.4 0.5 0.43
H 1.698730 -1.500723 -3.815958 -0.2 -0.7 -0.6 0.40
H 0.631258 -2.281583 0.258706 1.0 -0.6 0.3 0.35
```
Positions in Å, forces in eV/Å.

---

[3]
2 unconnected molecules or ions with the total composition C2H6N2 in a non-equilibrium geometry, computed with ωB97M-V/def2-TZVPD.

The SMILES is [H]/N=N\[H].C=C. The HOMO energy is -9.79 eV. As for the LUMO energy: 0.512 eV. The calculation puts the energy above the lowest of the compared OMol25 structures with the same formula, charge and spin at 366.8 kJ/mol. Its orbital gap is 0.3785 Eh.

```
10
Properties=species:S:1:pos:R:3:forces:R:3:nbo_charge:R:1
N -2.763969 -0.578419 -0.301025 -0.1 -1.7 0.9 -0.29
N -2.091106 0.227090 0.354020 -2.2 2.1 -1.4 -0.27
C 1.447049 0.417311 -0.221511 1.6 0.2 0.8 -0.40
C 2.285698 -0.557897 0.135448 0.0 0.8 -1.0 -0.39
H 3.359483 -0.367415 -0.003917 -0.5 -0.5 0.2 0.19
H -3.791059 -0.376870 -0.256580 0.6 0.3 -0.7 0.29
H 2.020246 1.310268 -0.537613 -1.3 -0.1 0.0 0.19
H 0.384387 0.374533 -0.003734 0.1 0.2 -0.5 0.22
H 1.922791 -1.522345 0.405413 0.0 -0.6 0.5 0.19
H -2.773520 1.073740 0.429495 1.7 -0.8 1.3 0.28
```
Positions in Å, forces in eV/Å.

---

[4]
A single C2H6N2 molecule in a non-equilibrium geometry, computed with ωB97M-V/def2-TZVPD.

The SMILES is C=NNC. The HOMO energy is -8.20 eV. As for the LUMO energy: 1.196 eV. The calculation puts the energy above the lowest of the compared OMol25 structures with the same formula, charge and spin at 428.6 kJ/mol. Its orbital gap is 0.3454 Eh.

```
10
Properties=species:S:1:pos:R:3:forces:R:3:nbo_charge:R:1
N 0.536782 0.553079 0.329890 -0.7 2.4 0.7 -0.21
N -0.358243 -0.287932 -0.228506 3.0 -1.2 -2.2 -0.45
C 1.533025 0.899453 -0.409749 2.0 1.6 0.4 -0.25
C -1.556331 -0.956030 0.403888 2.0 3.3 4.8 -0.40
H -2.128815 -0.009866 0.953098 0.9 -2.5 -2.0 0.22
H -1.449654 -1.685505 1.332300 0.6 1.2 -1.9 0.19
H 1.962297 0.240608 -1.220812 -0.9 0.5 0.3 0.14
H 0.338205 -0.521315 -1.077868 -3.6 -1.5 1.2 0.35
H 2.172343 1.942642 -0.310627 -1.8 -3.0 0.5 0.21
H -2.004322 -1.483132 -0.350604 -1.6 -0.8 -1.8 0.21
```
Positions in Å, forces in eV/Å.

---

[5]
A single C2H6N2 molecule in a non-equilibrium geometry, computed with ωB97M-V/def2-TZVPD.

The SMILES is C=NNC. The HOMO energy is -8.32 eV. As for the LUMO energy: 1.214 eV. The calculation puts the energy above the lowest of the compared OMol25 structures with the same formula, charge and spin at 271.8 kJ/mol. Its orbital gap is 0.3505 Eh.

```
10
Properties=species:S:1:pos:R:3:forces:R:3:nbo_charge:R:1
N -0.869383 0.504079 0.009789 -0.7 -1.2 -1.4 -0.21
N 0.254623 -0.316870 0.117077 -2.7 -1.1 -2.1 -0.47
C 1.391586 0.116112 0.860589 2.3 -0.1 -2.0 -0.40
C -1.799767 0.203027 -0.880692 2.7 -2.0 1.1 -0.21
H 2.378863 -0.334001 0.258500 -2.4 1.2 2.0 0.19
H 1.414289 1.217086 0.715082 0.4 -0.6 0.7 0.21
H -2.775060 0.674919 -0.880567 0.4 0.4 0.1 0.20
H 1.365248 -0.196986 1.920284 0.2 0.2 -0.5 0.19
H 0.301847 -1.111473 -0.583808 0.1 1.5 1.3 0.36
H -1.662245 -0.755892 -1.536253 -0.3 1.7 1.0 0.13
```
Positions in Å, forces in eV/Å.

---

[6]
A single C2H6N2 molecule in a non-equilibrium geometry, computed with ωB97M-V/def2-TZVPD.

The SMILES is [H]/N=C/NC. The HOMO energy is -8.92 eV. As for the LUMO energy: 1.160 eV. The calculation puts the energy above the lowest of the compared OMol25 structures with the same formula, charge and spin at 149.6 kJ/mol. Its orbital gap is 0.3706 Eh.

```
10
Properties=species:S:1:pos:R:3:forces:R:3:nbo_charge:R:1
N -1.106055 -1.259169 1.089969 0.6 0.5 0.4 -0.64
N -0.323978 0.221011 -0.546265 0.0 -0.9 -0.6 -0.69
C 0.745117 1.198397 -0.304139 -1.2 -0.4 -0.5 -0.40
C -0.321535 -1.009394 0.125105 -0.7 -0.3 -0.3 0.28
H 1.479267 0.749147 0.355987 0.0 0.3 0.2 0.20
H -1.266893 0.531082 -0.717122 0.2 0.6 0.4 0.39
H -0.876357 -2.164120 1.493458 -0.5 -0.4 -0.4 0.34
H 1.229628 1.497714 -1.230918 0.1 0.0 -0.1 0.19
H 0.216065 -1.818916 -0.384764 0.8 0.2 0.5 0.14
H 0.224742 2.054249 0.118690 0.7 0.3 0.4 0.20
```
Positions in Å, forces in eV/Å.

---

[7]
2 unconnected molecules or ions with the total composition C2H6N2 in a non-equilibrium geometry, computed with ωB97M-V/def2-TZVPD.

The SMILES is C=N.C=N. The HOMO energy is -9.89 eV. As for the LUMO energy: 1.012 eV. The calculation puts the energy above the lowest of the compared OMol25 structures with the same formula, charge and spin at 238.9 kJ/mol. Its orbital gap is 0.4006 Eh.

```
10
Properties=species:S:1:pos:R:3:forces:R:3:nbo_charge:R:1
N 0.354934 2.455562 -1.883819 0.8 0.4 0.3 -0.60
N 0.118864 -2.153859 0.800487 -1.1 -0.9 0.3 -0.59
C 0.121794 1.759049 -0.858686 -0.9 -0.3 0.0 -0.04
C -0.627611 -1.869961 1.787791 0.3 0.5 0.0 -0.04
H -0.401354 -2.207251 2.805472 -0.5 -0.4 -0.1 0.15
H 0.291001 0.685773 -0.728839 0.6 0.1 -0.1 0.16
H 0.646657 -2.977171 1.102103 0.9 0.5 -0.2 0.33
H -0.448741 2.202314 -0.043876 -0.1 0.2 0.0 0.15
H 0.989565 1.987387 -2.532208 -0.5 -0.3 -0.2 0.33
H -1.484246 -1.204379 1.668759 0.3 0.3 0.0 0.16
```
Positions in Å, forces in eV/Å.

---

[8]
A single C2H6N2 molecule in a non-equilibrium geometry, computed with ωB97M-V/def2-TZVPD.

The HOMO energy is -7.63 eV. As for the LUMO energy: -2.473 eV. The calculation puts the energy above the lowest of the compared OMol25 structures with the same formula, charge and spin at 920.8 kJ/mol. Its orbital gap is 0.1897 Eh.

```
10
Properties=species:S:1:pos:R:3:forces:R:3:nbo_charge:R:1
N -2.068797 -0.253537 0.213442 0.9 -1.6 0.5 -0.61
N 1.968224 0.014553 0.151815 -3.8 -0.3 1.0 -0.60
C -0.635375 -0.228885 0.447421 -0.7 0.1 -0.3 -0.34
C 0.543308 0.258276 -0.343265 1.9 -3.6 0.7 -0.28
H -1.089744 0.679938 0.870224 0.6 1.6 1.7 0.36
H 0.406433 0.364262 -1.362448 -0.1 0.0 -2.3 0.19
H 0.990799 1.152920 0.064339 0.4 2.5 0.9 0.37
H -0.245533 -0.947014 1.165604 -0.4 0.4 0.6 0.27
H -2.406901 -0.641608 -0.658441 0.5 0.5 -1.2 0.33
H 2.537589 -0.398903 -0.548687 0.7 0.3 -1.7 0.33
```
Positions in Å, forces in eV/Å.

---

[9]
A single C2H6N2 molecule in a non-equilibrium geometry, computed with ωB97M-V/def2-TZVPD.

The SMILES is [H]/N=N\CC. The HOMO energy is -9.09 eV. As for the LUMO energy: 0.940 eV. The calculation puts the energy above the lowest of the compared OMol25 structures with the same formula, charge and spin at 360.5 kJ/mol. Its orbital gap is 0.3684 Eh.

```
10
Properties=species:S:1:pos:R:3:forces:R:3:nbo_charge:R:1
N -1.452099 -0.080838 0.214285 -2.1 3.4 0.6 -0.17
N -1.729609 0.756027 -0.667415 0.3 -0.5 -0.1 -0.38
C 1.068649 0.064716 -0.080952 -0.1 -0.1 -0.1 -0.68
C -0.157193 -0.484971 0.595177 -1.4 -2.0 -1.4 -0.25
H 1.210613 1.120123 0.167079 0.0 0.0 0.1 0.22
H -0.888600 1.191901 -1.094344 0.1 -0.1 0.2 0.26
H 0.991800 -0.009099 -1.167666 0.0 0.0 0.0 0.22
H 1.950914 -0.487138 0.236342 0.0 0.0 0.0 0.24
H -0.872208 -1.408315 0.129736 3.3 -0.5 0.8 0.30
H -0.122267 -0.662406 1.667759 -0.1 -0.1 -0.1 0.23
```
Positions in Å, forces in eV/Å.

---

[10]
2 unconnected molecules or ions with the total composition C2H6N2 in a non-equilibrium geometry, computed with ωB97M-V/def2-TZVPD.

Its spin multiplicity is 2. As for the charge: +1. The HOMO energy (alpha / beta) is -11.55 / -11.55 eV. As for the LUMO energy (alpha / beta): -7.295 / -9.744 eV. The calculation puts the energy above the lowest of the compared OMol25 structures with the same formula, charge and spin at 417.9 kJ/mol. Its orbital gap (alpha / beta) is 0.1564 / 0.0664 Eh.

```
10
Properties=species:S:1:pos:R:3:forces:R:3:lowdin_spin:R:1
N -3.231476 2.126802 1.502741 -3.5 -0.2 -0.9 0.75
N 3.361417 -2.245735 -1.702824 -0.6 -0.7 -2.1 0.00
C 4.373747 -1.758057 -1.177274 -0.1 0.6 3.8 0.00
C -4.457957 1.998635 1.168933 1.0 0.8 1.1 0.12
H -5.151965 2.860145 0.959071 0.9 -0.6 -0.4 0.03
H 3.310709 -3.219330 -1.549328 -0.6 -1.5 0.7 0.00
H 4.840286 -2.168614 -0.154790 -0.1 0.5 -2.7 0.00
H 4.372926 -0.714412 -1.386973 1.3 1.1 0.2 0.00
H -4.912324 0.981853 1.274001 0.3 0.3 -0.4 0.06
H -2.863970 1.649418 2.308649 1.3 -0.3 0.5 0.03
```
Positions in Å, forces in eV/Å.